Below is a molecular structure, C38H48AlF8O25 in a non-equilibrium geometry, with properties calculated with ωB97M-V with the def2-TZVPD basis set.

Properties
LUMO: 1.220 eV
orbital gap: 5.438 eV
energy: -119708.708 eV
relative energy (zero: lowest compared OMol25 entry of this formula, charge and spin): 2.1464 eV
strongest force on any atom: 0.05594 hartree/bohr

The geometry in ORCA input format:
```
! RIJCOSX wB97M-V def2-TZVPD def2/J DEFGRID3
* xyz -1 1
C -2.0751 -0.9542 1.5580
C -1.3203 0.0632 0.6013
C 0.2568 -0.1132 0.8216
C 0.9442 1.0720 1.6242
Al 1.9406 0.5153 3.3121
C 0.6686 -0.2033 4.7476
O 0.2714 -1.5993 4.5348
C -0.9839 -1.8685 5.1556
C 3.5459 -0.7475 2.9447
C 3.0656 -1.7220 1.8492
C 2.2861 -2.9035 2.3001
C 1.7365 -3.8653 1.3652
C 1.9478 -3.6681 -0.0921
C 1.2950 -4.7170 -1.0368
C 2.7332 -2.5275 -0.5265
C 3.2953 -1.5330 0.4104
H -2.5262 -1.7700 0.9263
H -1.4057 -1.4605 2.2992
H -2.8515 -0.3853 2.1326
H -1.5133 -0.2968 -0.4684
H -1.6652 1.1235 0.6806
H 0.4031 -1.1287 1.2650
H 0.7134 -0.1218 -0.2098
H 1.7075 1.5759 0.9531
H 0.2180 1.8867 1.9208
H 2.5842 1.8722 3.9293
H -0.2957 0.3953 4.6605
H 1.0194 -0.0222 5.8165
H -0.9979 -2.9264 5.5489
H -1.1724 -1.1776 6.0259
H -1.8656 -1.7669 4.4670
H 3.7228 -1.3181 3.8948
H 4.4529 -0.1705 2.6161
H 2.0867 -3.0959 3.3844
H 1.1444 -4.7587 1.6897
H 0.1757 -4.6006 -0.9107
H 1.4986 -4.5589 -2.1244
H 1.5519 -5.7799 -0.7584
H 2.8976 -2.3574 -1.6160
H 3.8764 -0.6503 0.0450
C 3.0617 -2.2265 6.9981
C 4.3326 -2.8027 6.4475
O 5.2107 -2.7609 7.5596
C 4.4167 -2.8728 8.6630
O 4.8173 -3.1416 9.7511
O 3.1103 -2.6465 8.3638
F 4.8338 -2.0215 5.4661
H 3.0416 -1.1354 6.9527
H 2.1744 -2.6139 6.4975
H 4.2433 -3.8316 6.0898
C 5.0665 -5.9600 -4.4332
C 3.7505 -5.7279 -3.7504
O 3.8420 -4.3810 -3.3288
C 4.6640 -3.7670 -4.2296
O 4.7602 -2.5917 -4.3547
O 5.3566 -4.6758 -4.9742
F 3.6220 -6.5178 -2.6576
H 5.8555 -6.2478 -3.7345
H 5.0026 -6.7112 -5.2199
H 2.8786 -5.8511 -4.3984
C -3.2907 0.0853 -3.4419
C -4.5251 -0.6388 -3.8883
O -4.3868 -1.9062 -3.2807
C -3.6629 -1.6948 -2.1403
O -3.5821 -2.4768 -1.2498
O -3.0547 -0.4763 -2.1520
F -4.5397 -0.8021 -5.2342
H -2.4305 -0.1126 -4.0855
H -3.4401 1.1626 -3.3784
H -5.4611 -0.1764 -3.5643
C -7.0327 4.1313 -2.6689
C -5.6251 4.5191 -2.3292
O -4.8489 3.6642 -3.1553
C -5.6165 3.4164 -4.2527
O -5.2012 2.9632 -5.2707
O -6.9189 3.7591 -4.0430
F -5.3436 4.2439 -1.0344
H -7.3841 3.2754 -2.0877
H -7.7337 4.9535 -2.5410
H -5.3800 5.5585 -2.5471
C 5.3022 4.6755 3.5547
C 5.1950 3.7065 2.4145
O 3.9258 4.0048 1.8631
C 3.7099 5.3225 2.1223
O 2.8798 5.9829 1.5829
O 4.5667 5.7960 3.0681
F 5.1874 2.4306 2.8576
H 4.8336 4.3007 4.4676
H 6.3337 4.9488 3.7751
H 5.9651 3.8259 1.6476
C -8.7110 8.0574 -5.3695
C -7.4379 7.5103 -5.9453
O -6.5346 7.6018 -4.8588
C -7.2943 7.4876 -3.7340
O -6.8567 7.2516 -2.6526
O -8.6148 7.6671 -4.0013
F -6.9833 8.2884 -6.9556
H -8.7664 9.1464 -5.4337
H -9.5978 7.6326 -5.8378
H -7.5036 6.4724 -6.2811
C 3.4212 5.4961 -2.7038
C 3.8098 4.0568 -2.5328
O 5.1079 4.1440 -1.9756
C 5.1313 5.3137 -1.2770
O 5.9578 5.5899 -0.4645
O 4.0939 6.1215 -1.6155
F 3.8913 3.4255 -3.7307
H 3.7816 5.9186 -3.6451
H 2.3447 5.6486 -2.6395
H 3.1596 3.4906 -1.8615
C -3.1535 -6.1088 -0.1417
C -1.9201 -6.8263 0.3200
O -2.4257 -8.0594 0.7982
C -3.5528 -8.3039 0.0683
O -4.0913 -9.3619 0.0033
O -3.9792 -7.1870 -0.5825
F -1.3328 -6.1728 1.3492
H -3.6553 -5.5734 0.6672
H -2.9520 -5.4094 -0.9521
H -1.1850 -7.0109 -0.4674
*
```



Below is a molecular structure, C38H48As3Cl3F6N4O6PS3Sc in a non-equilibrium geometry, with properties calculated with ωB97M-V with the def2-TZVPD basis set.

Properties
LUMO: -0.201 eV
orbital gap: 6.710 eV
energy: -357316.407 eV
relative energy (zero: lowest compared OMol25 entry of this formula, charge and spin): 2.2517 eV
strongest force on any atom: 0.02535 hartree/bohr

The geometry in ORCA input format:
```
! RIJCOSX wB97M-V def2-TZVPD def2/J DEFGRID3
* xyz 0 1
Sc 0.9839 0.8675 -0.5464
F 1.3509 5.0201 -1.1395
C 0.0317 5.1968 -1.0374
F -0.2620 5.5858 0.1955
F -0.3632 6.0999 -1.9098
S -0.8372 3.6057 -1.3528
O -0.0484 2.6874 -0.4915
O -2.1972 3.8519 -1.0671
N -0.5781 3.2786 -2.8722
S 0.8629 2.8130 -3.3278
O 1.7341 3.8425 -3.7777
O 1.4251 1.8138 -2.3957
C 0.4249 1.8130 -4.7987
F 1.5480 1.5124 -5.4286
F -0.3762 2.4915 -5.5917
F -0.1770 0.6959 -4.3989
N 2.5160 3.0224 0.8857
C 2.8209 3.0179 2.2737
C 3.8810 3.7688 2.7729
C 4.1778 3.7373 4.1235
C 3.3988 2.9819 4.9938
C 2.3407 2.2422 4.4914
C 2.0578 2.2229 3.1253
P 0.6887 1.2198 2.4009
C 0.9692 -0.4665 3.0606
C 0.0025 -1.4192 2.7176
C 0.1381 -2.7361 3.1280
C 1.2415 -3.1218 3.8830
C 2.2050 -2.1819 4.2171
C 2.0741 -0.8602 3.8025
C -0.6343 1.8497 3.5134
C -1.1557 1.1198 4.5732
C -2.1426 1.6743 5.3885
C -2.6099 2.9544 5.1491
C -2.0825 3.6949 4.0925
C -1.1050 3.1457 3.2862
H 3.1965 3.5248 0.3349
H 1.6013 3.4160 0.7241
H 4.4735 4.3754 2.0958
H 5.0063 4.3220 4.5040
H 3.6149 2.9726 6.0549
H 1.7214 1.6631 5.1668
H -0.8777 -1.1096 2.1655
H -0.6263 -3.4605 2.8678
H 1.3494 -4.1497 4.2100
H 3.0715 -2.4738 4.8002
H 2.8540 -0.1493 4.0493
H -0.8136 0.1112 4.7635
H -2.5472 1.0932 6.2098
H -3.3846 3.3779 5.7763
H -2.4497 4.6939 3.8905
H -0.7209 3.7199 2.4491
C 3.5308 -0.6553 -3.6214
As 2.1129 -1.2305 -2.4154
C 3.1267 -2.6542 -1.5541
C 1.1746 -2.3450 -3.7119
C -0.1236 -2.9939 -3.2461
C 0.1144 -3.7806 -1.9482
C -1.2144 -1.9454 -3.0287
As -1.2462 -0.7127 -1.4465
C -2.2061 -1.9619 -0.3078
C -2.7304 0.2799 -2.2477
C -0.5764 -4.0419 -4.2917
As -1.2522 -3.7201 -6.1334
C -3.0553 -3.0613 -5.7128
C -0.5113 -2.0126 -6.7568
H 3.7306 -1.4440 -4.3423
H 4.4215 -0.4557 -3.0303
H 3.2539 0.2593 -4.1429
H 3.3462 -3.4209 -2.2942
H 2.5869 -3.0841 -0.7151
H 4.0667 -2.2522 -1.1896
H 1.8940 -3.1127 -4.0028
H 0.9951 -1.7177 -4.5823
H 0.4115 -3.1255 -1.1292
H 0.9002 -4.5291 -2.0822
H -0.7975 -4.2978 -1.6440
H -2.1709 -2.4534 -2.9297
H -1.2913 -1.3082 -3.9043
H -2.9962 -2.3989 -0.9101
H -2.6176 -1.4503 0.5513
H -1.5343 -2.7442 0.0381
H -3.3635 -0.4288 -2.7760
H -2.3487 1.0146 -2.9559
H -3.2867 0.7935 -1.4714
H -1.4008 -4.6181 -3.8571
H 0.2361 -4.7589 -4.4353
H -3.4975 -3.6765 -4.9282
H -3.6759 -3.1509 -6.6042
H -3.0482 -2.0194 -5.3901
H 0.5715 -2.0683 -6.8654
H -0.7800 -1.1721 -6.1232
H -0.9383 -1.8502 -7.7471
C -3.9653 -2.2157 4.1388
C -4.2362 -0.9916 3.3089
C -5.4471 -0.3218 3.3496
C -5.5649 0.7854 2.5236
N -4.5834 1.2314 1.7495
C -3.4199 0.5457 1.7985
S -2.0839 1.1615 0.8761
N -3.2372 -0.5732 2.5328
H -4.8117 -2.4658 4.7794
H -3.0811 -2.0466 4.7595
H -3.7466 -3.0667 3.4890
H -6.2625 -0.6531 3.9798
H -6.4940 1.3465 2.4816
Cl 5.0949 0.8950 2.0059
C 4.7040 -0.3756 0.8327
Cl 4.5561 -1.9123 1.6772
Cl 6.0062 -0.4690 -0.3733
C 3.3534 0.0415 0.1524
O 2.2773 -0.4828 0.5661
O 3.3586 0.9036 -0.7432
*
```



Below is a molecular structure, C38H48As3Cl3F6N4O6PS3Sc, with properties calculated with ωB97M-V with the def2-TZVPD basis set.

Properties
LUMO: 0.241 eV
orbital gap: 7.935 eV
energy: -357317.970 eV
relative energy (zero: lowest compared OMol25 entry of this formula, charge and spin): 0.6896 eV
strongest force on any atom: 0.01331 hartree/bohr

The geometry in ORCA input format:
```
! RIJCOSX wB97M-V def2-TZVPD def2/J DEFGRID3
* xyz 0 1
Sc 0.1986 0.6754 -0.2605
F 2.6653 5.5296 0.5065
C 1.5064 4.9509 0.2033
F 1.5779 4.5439 -1.0630
F 0.5423 5.8394 0.3516
S 1.2708 3.4935 1.3730
O 1.1996 2.3160 0.5009
O 2.4154 3.5573 2.2151
N -0.0363 3.7175 2.1735
S -1.3310 2.8407 2.1797
O -1.6769 2.4811 3.5178
O -1.3208 1.7505 1.2181
C -2.7310 4.0000 1.6746
F -3.4139 3.4989 0.6523
F -2.2863 5.2068 1.3876
F -3.5660 4.0901 2.7104
N 1.6527 1.3841 -2.1976
C 1.5652 0.8306 -3.5061
C 1.8978 1.6081 -4.6164
C 1.8659 1.0725 -5.8872
C 1.5362 -0.2668 -6.0737
C 1.2340 -1.0498 -4.9769
C 1.2053 -0.5073 -3.6898
P 1.0086 -1.4621 -2.1592
C 2.6897 -2.2278 -2.1069
C 3.7871 -1.4098 -2.3823
C 5.0791 -1.8926 -2.2935
C 5.3092 -3.2115 -1.9299
C 4.2307 -4.0391 -1.6741
C 2.9323 -3.5525 -1.7626
C -0.0631 -2.9211 -2.3704
C -0.7322 -3.3349 -3.5181
C -1.4732 -4.5086 -3.5183
C -1.5508 -5.2922 -2.3766
C -0.9152 -4.8738 -1.2154
C -0.1999 -3.6866 -1.2110
H 1.6089 2.3964 -2.2344
H 2.5411 1.1717 -1.7206
H 2.1807 2.6426 -4.4646
H 2.1251 1.6901 -6.7376
H 1.5382 -0.6992 -7.0650
H 1.0511 -2.1061 -5.1184
H 3.6504 -0.3749 -2.6650
H 5.9090 -1.2307 -2.5047
H 6.3196 -3.5919 -1.8569
H 4.3893 -5.0753 -1.4043
H 2.1221 -4.2380 -1.5700
H -0.7001 -2.7387 -4.4192
H -1.9898 -4.8086 -4.4207
H -2.1200 -6.2123 -2.3845
H -0.9916 -5.4580 -0.3069
H 0.2708 -3.3573 -0.2887
C -3.2350 -2.1588 -1.3018
As -2.5199 -0.6069 -0.3593
C -3.7433 0.6663 -1.1458
C -3.4264 -0.7500 1.3789
C -2.8969 -1.7032 2.4530
C -2.5008 -3.0442 1.8359
C -1.7076 -1.0927 3.1992
As -0.0033 -0.8643 2.2486
C 0.9394 0.1767 3.6009
C 0.8693 -2.5854 2.5532
C -4.0277 -2.0101 3.4599
As -5.1091 -0.7411 4.5410
C -5.8892 0.4622 3.1947
C -3.8122 0.5216 5.2998
H -4.2895 -2.2533 -1.0328
H -2.7170 -3.0816 -1.0733
H -3.1640 -1.9691 -2.3720
H -4.7575 0.2716 -1.0598
H -3.4781 0.7990 -2.1899
H -3.6709 1.6215 -0.6390
H -4.4505 -1.0331 1.1091
H -3.4735 0.2665 1.7722
H -1.6956 -2.9422 1.1007
H -3.3451 -3.5096 1.3211
H -2.1541 -3.7376 2.6061
H -1.4681 -1.7092 4.0745
H -1.9569 -0.0996 3.5718
H 0.6344 -0.1997 4.5785
H 0.7231 1.2403 3.5514
H 2.0039 0.0204 3.4317
H 0.9022 -2.7637 3.6301
H 1.8834 -2.5430 2.1623
H 0.3161 -3.3955 2.0825
H -3.6328 -2.7002 4.2133
H -4.8053 -2.5780 2.9347
H -6.3923 -0.1247 2.4259
H -5.1607 1.1224 2.7276
H -6.6397 1.0686 3.7007
H -3.0734 -0.0173 5.8922
H -4.3710 1.1745 5.9706
H -3.3086 1.1343 4.5564
C 5.8750 2.4320 3.0912
C 5.2467 2.1510 1.7623
C 5.5347 2.9362 0.6442
C 4.8587 2.6284 -0.5162
N 3.9715 1.6372 -0.5869
C 3.7623 0.9374 0.5327
S 2.5571 -0.3309 0.4981
N 4.3738 1.1543 1.6995
H 6.9196 2.7252 2.9829
H 5.8006 1.5578 3.7333
H 5.3463 3.2577 3.5724
H 6.2448 3.7489 0.6908
H 5.0256 3.1958 -1.4267
Cl -3.5364 3.5858 -2.9138
C -1.7634 3.7186 -2.9670
Cl -1.3379 5.4207 -3.1264
Cl -1.1571 2.8357 -4.3702
C -1.1707 3.1267 -1.6380
O -0.9574 3.9125 -0.7324
O -0.9678 1.8772 -1.6482
*
```



Below is a molecular structure, C38H48AsBrN5O4RhS3Si3, with properties calculated with ωB97M-V with the def2-TZVPD basis set.

Properties
LUMO (spin up / spin down): -0.141 / -1.240 eV
orbital gap (spin up / spin down): 6.334 / 6.946 eV
energy: -245854.287 eV
relative energy (zero: lowest compared OMol25 entry of this formula, charge and spin): 0.0000 eV
strongest force on any atom: 0.01421 hartree/bohr
expectation value of S²: 6.103

The geometry in ORCA input format:
```
! RIJCOSX wB97M-V def2-TZVPD def2/J DEFGRID3
* xyz 0 5
Rh 0.0037 0.2716 0.4697
N -1.1828 0.5135 2.6494
N -2.3597 1.1951 2.2939
C -2.6653 1.3815 0.9302
O -3.8035 1.6674 0.6274
O -1.6602 1.3203 0.1187
H -1.3699 -0.4241 2.9962
H -0.6803 1.0303 3.3643
H -3.1770 1.0511 2.8719
Br -9.5970 -2.5368 -3.6421
C -7.8046 -3.1456 -3.6168
C -7.5276 -4.4299 -3.1644
C -6.2223 -4.8741 -3.1502
C -5.1799 -4.0408 -3.5827
C -5.4836 -2.7480 -4.0400
C -6.7915 -2.3041 -4.0534
N -3.9001 -4.5458 -3.5005
N -2.9329 -3.8211 -3.9737
C -2.1360 -2.9895 -3.3204
C -1.1521 -2.3178 -4.0830
C -0.3496 -1.3438 -3.5458
C -0.4336 -0.9680 -2.1939
O 0.2848 -0.0106 -1.7106
C -1.3371 -1.7183 -1.3581
N -1.3298 -1.4323 -0.0252
C -2.1837 -2.0419 0.7659
C -3.0757 -3.0145 0.3171
C -3.0666 -3.3567 -1.0110
C -2.1988 -2.7020 -1.8974
H -8.3319 -5.0705 -2.8306
H -5.9785 -5.8706 -2.8066
H -4.6874 -2.1025 -4.3819
H -7.0276 -1.3077 -4.3977
H -1.0797 -2.5772 -5.1303
H 0.3667 -0.8174 -4.1633
H -2.1559 -1.7824 1.8140
H -3.7420 -3.4948 1.0186
H -3.7216 -4.1320 -1.3781
C 1.8753 2.1617 3.7419
Si 1.4159 3.4407 2.4392
C 2.7230 4.7803 2.3955
C -0.2379 4.1868 2.8996
As 1.1804 2.3729 0.3279
Si -0.1544 3.9055 -1.0060
C 0.8231 5.5152 -1.0507
C -1.8559 4.3310 -0.3644
C -0.3564 3.1933 -2.7217
Si 3.2862 2.1192 -0.8258
C 4.3383 0.6687 -0.2968
C 4.3234 3.6610 -0.5359
C 2.8556 1.9141 -2.6336
H 1.3507 2.3792 4.6745
H 2.9446 2.1846 3.9544
H 1.6412 1.1425 3.4318
H 2.7387 5.2903 3.3611
H 2.5182 5.5228 1.6249
H 3.7163 4.3716 2.2171
H -0.2343 4.4435 3.9613
H -1.0617 3.4935 2.7242
H -0.4355 5.0990 2.3383
H 0.7336 6.0539 -0.1063
H 0.4166 6.1577 -1.8337
H 1.8800 5.3708 -1.2623
H -1.8860 4.6018 0.6851
H -2.5676 3.5253 -0.5257
H -2.1839 5.2021 -0.9394
H 0.4872 3.4209 -3.3691
H -1.2539 3.6318 -3.1630
H -0.4882 2.1125 -2.6855
H 4.8876 0.8578 0.6258
H 5.0668 0.5197 -1.0973
H 3.7673 -0.2520 -0.1845
H 4.7837 3.6348 0.4512
H 3.7770 4.5955 -0.6278
H 5.1300 3.6729 -1.2719
H 1.9477 1.3230 -2.7476
H 3.6715 1.3886 -3.1334
H 2.7187 2.8739 -3.1304
O 1.6851 -0.5194 1.0130
C 2.0569 -1.7359 1.5934
C 3.0328 -1.3995 2.7101
C 3.7411 -0.2461 2.8391
C 4.6384 -0.2635 3.9403
C 4.5934 -1.4393 4.6221
S 3.4530 -2.5225 3.9487
C 2.7621 -2.5472 0.5142
C 2.3668 -2.6373 -0.7865
C 3.2095 -3.4742 -1.5632
C 4.2322 -3.9949 -0.8332
S 4.1831 -3.4747 0.7948
C 0.9019 -2.5310 2.1779
C 0.2340 -2.2668 3.3405
C -0.7286 -3.2557 3.6668
C -0.7558 -4.2618 2.7467
S 0.3789 -4.0166 1.4966
H 3.6189 0.5802 2.1538
H 5.2853 0.5578 4.2082
H 5.1583 -1.7266 5.4918
H 1.5259 -2.0926 -1.1785
H 3.0584 -3.6694 -2.6135
H 5.0180 -4.6539 -1.1611
H 0.4707 -1.4181 3.9679
H -1.3514 -3.2315 4.5482
H -1.3810 -5.1377 2.7414
*
```



> Which of these has the lowest energy?

number 3



> Which of these has the lowest energy?

number 3



> What is the formula in the third record?

C38H48As3Cl3F6N4O6PS3Sc